The following is a DFT calculation (ωB97M-V/def2-TZVPD) of an isolated molecule of C7H14N2.

Output
**E_HOMO**: -7.04 eV
**ΔE to the lowest compared entry with this formula, charge and spin**: 256.4 kJ/mol
**SMILES string**: CCCN1C=CN(C)C1
**LUMO level**: 1.1 eV

Structure (ORCA input):
```
! RIJCOSX wB97M-V def2-TZVPD def2/J DEFGRID3
* xyz 0 1
N 0.02539 0.33794 -0.15977
N -0.53517 -0.30061 -2.31778
C -0.14897 0.29430 1.22369
C -1.30102 -1.31465 -3.06926
C 0.90493 1.17124 3.42220
C 0.72855 -0.76485 -1.98220
C -1.16898 0.18844 -1.05103
C 0.98901 1.07417 1.90498
C 1.00513 -0.49447 -0.72787
H -1.84370 -2.12317 -2.42685
H 1.93355 -0.73032 -0.10357
H -0.55902 -1.92451 -3.83794
H -1.16414 0.70436 1.49906
H 1.86291 1.55255 3.77129
H -1.65224 1.15680 -1.16905
H 1.18715 2.09450 1.34780
H 1.24841 -1.47943 -2.74680
H 0.56666 0.22420 3.82000
H -0.04895 -0.82673 1.61263
H 1.95666 0.57189 1.74909
H 0.15484 1.96239 3.57707
H -1.97245 -0.55261 -0.73949
H -2.16856 -0.82141 -3.59621
*
```

Löwdin atomic charge list, values in e, 6 entries: -0.1633, -0.1901, -0.2570, -0.1208, -0.1228, -0.1645